Molecular formula: C34H27N4O4STeW
Method: DFT, ωB97M-V/def2-TZVPD

Output
Molar mass = 899.121 g mol⁻¹
Charge = +1
Frontier orbital gap = 6.24 eV
Energy relative to the best compared isomer or geometry (same formula, charge and spin) = 32.3 kJ/mol
Total energy = -2564.9912 a.u.

Structure (XYZ):
```
72
C34H27N4O4STeW (ωB97M-V/def2-TZVPD)
W -0.89312 0.46669 -0.32870
Te -2.47134 0.84590 -2.56743
S -1.21026 1.01521 -5.68562
O -1.18472 -1.38803 -0.16142
O -1.05660 2.20213 0.53000
O -2.77833 0.50872 0.14019
O 0.97472 0.19700 0.40790
N -0.90295 0.06550 1.92078
N 0.21240 -0.60528 2.39320
N 0.52347 1.90610 -1.36608
N 0.42399 -0.55673 -1.96372
C 0.44829 4.28952 3.06492
C -0.18911 2.95132 1.19629
C -3.02237 1.04997 2.44443
C 4.73578 -2.74621 1.84281
C -0.60852 -2.58012 -0.12897
C 0.65087 -5.04726 -0.19793
C 1.01973 -4.08090 -1.10718
C 1.14740 -0.51133 1.51075
C -0.84291 -1.49478 -5.89271
C 1.22350 2.79974 -0.76023
C 0.78720 -1.78674 -1.96820
C -1.36233 -1.27748 -4.59421
C -5.30705 2.48623 1.81229
C 1.97470 4.05891 1.23109
C 0.81299 1.70749 -2.77947
C -0.50000 3.50581 2.43486
C -4.58479 1.88515 0.79398
C 0.39155 -2.83095 -1.07565
C -1.80633 0.35286 2.77785
C 1.18272 0.25540 -2.94127
C -3.78606 1.63957 3.45587
C 2.55410 -2.18070 2.67387
C 2.40725 -1.25355 1.64253
C 4.59263 -1.82013 0.81805
C -4.91843 2.36412 3.14047
C -1.61028 0.04129 -4.32290
C -0.71418 -0.33761 -6.60322
C 3.43080 -1.07425 0.71511
C 1.04414 3.23545 0.58521
C -0.99032 -3.55635 0.78186
C 1.68380 4.56089 2.47869
C -0.34730 -4.78001 0.73639
C -3.43903 1.16653 1.10598
C 3.71771 -2.92467 2.76935
H 2.24335 0.12720 -2.71846
H 2.00091 3.30685 -1.33003
H 5.39051 -1.67752 0.10109
H 3.83115 -3.64648 3.56732
H 1.13316 -6.01510 -0.20813
H 2.91569 4.29436 0.74875
H -1.56600 -2.06917 -3.88493
H 1.75080 -2.31527 3.38486
H -6.19717 3.05066 1.56588
H 5.64412 -3.32944 1.92165
H -0.07722 1.96140 -3.34714
H -0.37469 -0.22171 -7.62069
H 1.61549 2.36589 -3.10988
H -0.59862 -2.46814 -6.29417
H 0.98733 -0.09892 -3.95177
H 1.79603 -4.27824 -1.83659
H -1.47057 3.32470 2.87739
H -4.90333 1.95603 -0.23726
H 0.22006 4.71288 4.03501
H 1.53392 -2.08346 -2.70725
H 3.30996 -0.34767 -0.07869
H -1.62369 0.07459 3.81275
H -3.47430 1.53256 4.48826
H -0.62854 -5.55071 1.44279
H 2.40036 5.18417 2.99565
H -5.50340 2.82804 3.92250
H -1.76873 -3.34195 1.50128
```


Molecular formula: C34H27N6O2ReS
Method: DFT, ωB97M-V/def2-TZVPD

Output
Molar mass = 769.904 g mol⁻¹
Charge = +3
2S+1 = 4
Frontier orbital gap (alpha / beta) = 6.38 / 5.19 eV
Energy relative to the best compared isomer or geometry (same formula, charge and spin) = 108.1 kJ/mol
Total energy = -2266.4266 a.u.

Structure (XYZ):
```
71
C34H27N6O2ReS (ωB97M-V/def2-TZVPD)
Re 0.42469 0.58482 0.24574
S 2.44563 4.76893 0.58588
O -1.18004 1.70635 0.16283
O 0.36948 -2.36454 1.77998
N 2.98738 0.26694 2.15691
N -0.82770 -0.92673 -0.27410
N 2.25087 -0.43354 0.02014
N 1.49236 2.42710 0.23337
N -2.06219 -0.84977 -0.72678
N 0.62045 0.39819 2.26872
C 0.77819 -3.16818 2.89398
C 1.72442 2.93430 -1.04874
C -0.51990 0.38816 3.01996
C 2.54047 4.88346 -2.24507
C -2.40764 1.52735 -0.26882
C -4.57615 2.41703 -0.75209
C 3.75847 -1.53271 -1.48384
C -4.67752 -1.17576 -1.66340
C -4.19472 0.04955 -1.21566
C -5.05574 1.17336 -1.22328
C 0.83961 -4.22503 0.29832
C -6.83653 -0.17681 -2.13231
C 2.26826 4.22226 -3.42460
C -0.29715 -2.25560 -0.47674
C 2.52132 -1.05104 -1.16530
C -3.28994 2.59618 -0.28175
C -0.43379 -2.83846 -1.73456
C 0.32756 -2.95924 0.55976
C 0.74723 0.47734 5.02638
C 4.52230 -0.78834 0.66037
C -2.83099 0.21968 -0.72444
C 2.25493 4.22177 -1.05106
C 1.82659 3.30394 1.15340
C 1.89869 0.42306 4.27758
C 1.45229 2.27504 -2.24749
C 1.81658 0.35369 2.88456
C -5.98649 -1.28066 -2.11676
C 4.78672 -1.38687 -0.55035
C 0.71996 -4.78425 -0.96500
C -0.49495 0.43370 4.38196
C -6.37591 1.04368 -1.68648
C 3.23493 -0.32894 0.92654
C 0.07787 -4.09644 -1.98736
C 1.72359 2.92846 -3.43010
H 1.69056 -1.14659 -1.85076
H 5.78281 -1.74884 -0.76931
H 0.15301 -4.05655 2.98399
H 1.82608 -3.46252 2.80806
H -7.85274 -0.27769 -2.48812
H 2.87137 0.40595 4.75262
H 1.52105 2.44335 -4.37543
H 3.92438 -2.01125 -2.43798
H -2.94698 3.55968 0.07168
H -1.44860 0.35170 2.46952
H 1.04145 1.26107 -2.27422
H 1.70340 3.12260 2.21244
H 1.31590 -4.79343 1.08456
H 0.80456 0.52571 6.10632
H -0.02765 -4.54127 -2.96739
H -7.02593 1.90992 -1.68754
H 2.47712 4.71001 -4.36710
H 0.64161 -2.54801 3.77656
H 3.81264 0.33411 2.73259
H 5.29726 -0.68243 1.40863
H -0.93833 -2.28155 -2.51491
H 1.11797 -5.77407 -1.14570
H -5.25129 3.26573 -0.76417
H -1.42199 0.43746 4.93675
H -6.34993 -2.24003 -2.46097
H 2.95736 5.88194 -2.24939
H -4.03857 -2.04648 -1.65106
```


Molecular formula: C34H27N8O2S2Tl
Method: DFT, ωB97M-V/def2-TZVPD

Output
Molar mass = 848.161 g mol⁻¹
Frontier orbital gap = 7.11 eV
Total energy = -2869.2817 a.u.

Structure (XYZ):
```
74
C34H27N8O2S2Tl (ωB97M-V/def2-TZVPD)
Tl 2.67988 -2.54646 1.65214
S 3.44403 0.51959 3.78321
S 4.82676 -3.74862 0.04283
O -5.66887 5.34839 -6.20593
O 1.88642 -4.29023 0.09537
N 2.59015 -5.07253 -0.69092
N 1.22475 -1.87312 5.35809
N -1.17921 1.56027 -3.48393
N -2.45681 1.99327 -1.72233
N 1.97866 -1.20455 -0.88579
N 0.34754 -0.74336 1.24833
N 1.16701 0.44761 5.27764
N 1.15701 1.99756 3.77092
C 0.55896 0.07678 -2.34445
C -5.15911 4.38673 -4.03203
C 2.74681 -1.48734 -1.91830
C 4.57965 -5.81224 -1.73177
C 1.91536 0.97605 4.25938
C -2.91616 3.25072 -5.19982
C 2.21955 -3.04837 7.18474
C -0.60707 0.89861 -2.42353
C -1.92100 0.85372 1.07171
C 1.53101 -0.74287 5.97384
C 1.54963 2.80082 2.63298
C -0.01293 1.16094 5.43712
C -3.76422 4.02692 -5.96057
C -1.41249 1.18336 -1.35030
C -2.29005 2.20537 -3.00607
C -3.16865 3.02464 -3.84533
C -4.29779 3.60312 -3.27948
C -6.82528 5.95052 -5.65345
C -0.01173 2.12458 4.49953
C 2.51265 -1.85391 7.82019
C 3.94736 -4.92942 -0.82890
C -0.41841 -0.53516 2.29922
C 1.90505 -6.03168 -1.36222
C 1.57460 -3.00766 5.95713
C 0.02001 -0.17371 0.07650
C -1.57100 0.26124 2.25878
C 0.88516 -0.44729 -1.07731
C 2.16267 -0.66463 7.20106
C 3.89302 -6.77786 -2.41928
C 2.48654 -1.03169 -3.21615
C -1.12062 0.63791 -0.05687
C -4.89414 4.60155 -5.38102
C 1.38951 -0.23791 -3.42798
C 2.51424 -6.89543 -2.22696
H 1.16701 0.14075 -4.41888
H -3.57234 4.20521 -7.00999
H 3.61588 -2.10242 -1.70474
H -7.51961 5.19877 -5.27011
H -0.74401 2.87730 4.26899
H 1.32694 -3.92165 5.42962
H 1.43401 2.22909 1.71096
H 2.59616 3.08106 2.73617
H -6.02769 4.82002 -3.55843
H 3.15054 -1.30303 -4.02524
H -0.10853 -1.02700 3.21867
H -2.80360 1.47349 0.97759
H 2.48545 -3.99887 7.62593
H -2.04558 2.82374 -5.68339
H 4.41399 -7.43893 -3.09921
H -4.49655 3.43017 -2.23056
H 3.01818 -1.84523 8.77657
H 5.64652 -5.69204 -1.85011
H -7.29761 6.49573 -6.46521
H 0.84908 -6.02888 -1.14118
H -6.56567 6.64713 -4.85246
H 0.92286 3.68879 2.59691
H 1.92355 -7.64270 -2.73607
H -0.74059 0.89787 6.18288
H -2.16368 0.39420 3.15325
H -0.85571 1.56355 -4.43364
H 2.39258 0.29965 7.63166
```